{
  "formula": "C5H14NO",
  "method": "ωB97M-V/def2-TZVPD",
  "gap_ev": 10.256,
  "spin_multiplicity": 1,
  "lumo_ha": -0.1173,
  "total_charge": 1,
  "symbols": ["C", "C", "C", "C", "C", "N", "H", "H", "H", "H", "H", "H", "H", "H", "H", "H", "H", "H", "H", "H", "O"],
  "xyz": [[-0.98874, 0.13586, 0.74628], [0.16185, -0.05617, 1.72316], [1.52258, -0.49147, 1.24009], [2.16988, 1.67826, 0.08821], [2.00522, 0.34584, 0.04374], [-0.68474, -0.58873, -0.60221], [-1.17586, 1.13644, 0.29498], [-2.04304, -0.14607, 0.83036], [0.02914, 0.68153, 2.52741], [-0.28209, -0.97658, 2.27016], [1.58098, -1.53952, 0.96134], [2.30655, -0.41966, 2.02503], [1.76897, 2.35615, 0.83903], [2.64842, 2.16696, -0.74250], [2.21056, -0.09873, -0.95450], [-0.69673, -1.54771, -0.26210], [-1.39617, -0.51655, -1.34722], [0.22092, -0.31022, -0.98221], [-2.44497, -0.52951, -3.14632], [-3.72244, -1.10877, -2.52986], [-2.93999, -0.58591, -2.31971]]
}

---

{
  "formula": "C36H103N5O13",
  "method": "ωB97M-V/def2-TZVPD",
  "gap_ev": 9.117,
  "spin_multiplicity": 1,
  "lumo_ha": 0.0072,
  "symbols": ["C", "C", "O", "H", "H", "H", "H", "H", "H", "C", "C", "O", "H", "H", "H", "H", "H", "H", "C", "C", "O", "H", "H", "H", "H", "H", "H", "C", "C", "O", "H", "H", "H", "H", "H", "H", "C", "C", "O", "H", "H", "H", "H", "H", "H", "C", "C", "O", "H", "H", "H", "H", "H", "H", "C", "C", "O", "H", "H", "H", "H", "H", "H", "C", "C", "O", "H", "H", "H", "H", "H", "H", "C", "C", "C", "O", "C", "N", "H", "H", "H", "H", "H", "H", "H", "H", "H", "H", "H", "C", "C", "C", "O", "C", "N", "H", "H", "H", "H", "H", "H", "H", "H", "H", "H", "H", "C", "C", "C", "O", "C", "N", "H", "H", "H", "H", "H", "H", "H", "H", "H", "H", "H", "C", "C", "C", "O", "C", "N", "H", "H", "H", "H", "H", "H", "H", "H", "H", "H", "H", "C", "C", "C", "O", "C", "N", "H", "H", "H", "H", "H", "H", "H", "H", "H", "H", "H"],
  "xyz": [[7.32961, -0.26129, 1.84218], [6.34757, 0.63466, 2.60094], [6.20396, 0.03785, 3.90695], [7.73783, 0.28434, 0.98941], [6.88652, -1.20101, 1.51717], [8.16776, -0.54853, 2.47866], [5.36357, 0.54230, 2.13009], [6.54869, 1.70400, 2.68568], [5.30985, 0.27548, 4.17423], [0.71090, 2.73286, -2.59032], [1.71112, 3.82943, -2.30982], [2.96746, 3.22663, -2.03359], [0.44769, 2.09807, -1.74647], [1.13245, 2.01926, -3.30954], [-0.16639, 3.13385, -3.10421], [1.29720, 4.36610, -1.45406], [1.80838, 4.53284, -3.14007], [3.34509, 2.79878, -2.80565], [-1.29206, 1.38092, 3.66279], [-0.28262, 1.86164, 4.65291], [1.03095, 1.44466, 4.35954], [-1.53527, 0.30982, 3.68106], [-1.00003, 1.56193, 2.63527], [-2.33405, 1.70184, 3.76255], [-0.44773, 1.70812, 5.72041], [-0.29059, 2.96119, 4.60650], [1.32160, 1.98303, 3.60880], [6.43268, 3.68055, -0.94492], [5.48520, 3.82032, 0.29780], [4.53013, 2.77967, 0.29338], [7.41466, 3.26995, -0.69559], [6.63531, 4.68714, -1.31304], [6.06478, 2.99886, -1.70936], [4.97541, 4.78367, 0.22030], [6.02688, 3.68136, 1.23193], [3.92794, 2.90137, -0.45931], [1.45211, -2.33561, 5.34847], [2.18253, -3.59012, 5.90726], [2.31752, -3.44161, 7.31144], [1.18545, -2.36438, 4.28153], [2.00283, -1.39139, 5.27290], [0.47973, -2.16616, 5.80992], [3.11284, -3.74967, 5.35474], [1.49660, -4.40344, 5.66277], [2.91638, -2.68038, 7.27213], [4.87441, -3.80133, -1.00435], [4.61071, -4.54746, -2.31370], [4.03576, -5.84386, -2.10240], [4.99748, -2.74693, -1.24063], [5.62087, -4.32337, -0.40661], [3.97139, -3.95006, -0.40169], [5.61123, -4.79400, -2.68469], [3.98138, -3.95819, -2.97616], [4.77771, -6.39475, -1.84111], [3.23647, 3.67665, 3.21079], [1.94866, 4.17507, 2.55153], [1.20497, 3.06659, 2.03186], [3.08070, 2.80939, 3.85080], [3.62462, 4.51449, 3.79084], [3.91481, 3.30396, 2.44457], [2.09669, 5.01861, 1.87152], [1.23222, 4.56650, 3.27989], [1.77104, 2.48905, 1.49975], [-5.71979, -3.28484, -0.04507], [-5.96015, -1.89594, -0.65620], [-7.14535, -1.82726, -1.43611], [-6.65524, -3.64242, 0.38742], [-4.86321, -3.27683, 0.62254], [-5.56893, -3.96893, -0.88304], [-5.04823, -1.70272, -1.23655], [-5.93314, -1.09226, 0.08697], [-6.99634, -1.05490, -1.99082], [2.30857, -1.22669, -0.35442], [1.58971, 0.01690, 0.24548], [0.09603, -0.35017, 0.30736], [-0.10966, -1.45891, 1.20639], [-1.39653, -2.03085, 1.46003], [2.11097, 0.10307, 1.61241], [3.30193, -0.96913, -0.72546], [1.79786, -1.65948, -1.22299], [2.32132, -2.07986, 0.32223], [1.96690, 0.83680, -0.36472], [-0.27753, -0.61177, -0.69410], [-0.69262, 0.38706, 0.51416], [-1.32976, -3.08376, 1.75011], [-2.11829, -2.16270, 0.64713], [-1.75778, -1.51517, 2.35094], [3.11444, -0.01127, 1.51818], [1.75874, -0.68252, 2.14617], [-0.55404, -1.05486, -7.93994], [0.67720, -0.32709, -7.31995], [1.42476, -1.32382, -6.39588], [0.83100, -1.21892, -5.13463], [1.60651, -1.75234, -4.07402], [1.44108, 0.30747, -8.39485], [-0.27649, -1.82785, -8.66082], [-1.25329, -0.38163, -8.44057], [-1.17091, -1.56471, -7.19322], [0.21515, 0.43227, -6.69000], [2.43118, -0.88653, -6.34302], [1.36152, -2.33746, -6.79766], [2.24145, -2.61698, -4.27963], [0.94039, -2.05987, -3.26863], [2.16598, -0.86133, -3.77075], [0.84716, 0.76066, -9.07940], [1.91075, -0.38320, -8.97378], [-3.19423, 2.48879, -0.46823], [-1.97372, 3.37295, -0.23498], [-2.04942, 4.64825, -1.04437], [-0.84647, 5.35912, -0.82877], [-0.87395, 6.60473, -1.51045], [-1.78241, 3.55847, 1.20200], [-3.28613, 2.32463, -1.54485], [-4.03405, 3.06119, -0.06603], [-3.18297, 1.51076, 0.01195], [-1.10950, 2.76963, -0.55219], [-2.90066, 5.26558, -0.72473], [-2.22177, 4.48226, -2.11475], [-0.73886, 6.47226, -2.58427], [-0.09904, 7.24260, -1.08251], [-1.78048, 7.15302, -1.23580], [-1.41144, 2.72445, 1.63331], [-0.95262, 4.15183, 1.22910], [0.61399, -4.53546, -0.99700], [-0.86961, -4.58408, -1.33485], [-1.30767, -3.52881, -2.31326], [-2.68171, -3.73277, -2.55722], [-3.35308, -2.74296, -3.31700], [-1.19773, -5.85919, -1.97383], [0.89275, -3.59748, -0.51149], [1.30669, -4.59373, -1.83850], [0.80785, -5.31182, -0.25817], [-1.50339, -4.54419, -0.44454], [-0.68017, -3.62946, -3.20537], [-1.08225, -2.58334, -1.79439], [-3.23718, -1.77699, -2.82305], [-4.37782, -3.09828, -3.41181], [-2.90992, -2.80925, -4.31690], [-0.62588, -6.06376, -2.78604], [-2.14156, -5.76162, -2.32849], [-8.70710, 1.00492, 2.80377], [-8.03166, 0.01178, 3.76730], [-6.55294, 0.25470, 3.80550], [-5.96081, -0.36743, 2.67150], [-4.56790, -0.07024, 2.52864], [-8.64818, 0.10015, 5.13706], [-8.36026, 2.01987, 3.00321], [-9.79106, 0.91879, 2.75146], [-8.33472, 0.70951, 1.81772], [-8.25082, -0.99168, 3.39436], [-6.06726, -0.11356, 4.71426], [-6.37880, 1.33853, 3.78024], [-4.03987, -0.56270, 1.71795], [-4.13275, -0.37774, 3.48646], [-4.45135, 1.01663, 2.48330], [-9.64639, 0.05344, 4.95609], [-8.47654, 1.09914, 5.27338]]
}

---

{
  "formula": "C4H5NO",
  "method": "ωB97M-V/def2-TZVPD",
  "gap_ev": [8.300, 9.371],
  "spin_multiplicity": 1,
  "lumo_ha": [-0.0515, -0.0431],
  "symbols": ["C", "C", "C", "O", "C", "N", "H", "H", "H", "H", "H"],
  "xyz": [[-1.04331, -0.69305, 0.58306], [0.33036, -0.16721, 0.60251], [1.06270, 0.21478, -0.60452], [0.89964, -1.00340, -1.15103], [0.32394, 1.40675, -1.08217], [-0.37189, 2.30995, -1.27567], [-1.67883, -0.18563, 1.32002], [-1.45326, -0.64996, -0.42439], [-0.98902, -1.74617, 0.88586], [0.78299, 0.02634, 1.58529], [2.11420, 0.46442, -0.39829]]
}

---

{
  "formula": "C31H32N5O5STi",
  "method": "ωB97M-V/def2-TZVPD",
  "gap_ev": [3.821, 6.424],
  "spin_multiplicity": 3,
  "lumo_ha": [-0.1348, -0.1336],
  "total_charge": 1,
  "symbols": ["Ti", "C", "C", "C", "C", "C", "N", "C", "C", "C", "N", "C", "C", "C", "C", "C", "C", "C", "C", "N", "C", "C", "C", "N", "C", "C", "C", "C", "O", "C", "O", "H", "H", "H", "H", "H", "H", "H", "H", "H", "H", "H", "H", "H", "H", "H", "H", "H", "H", "H", "H", "H", "H", "H", "H", "H", "H", "H", "H", "O", "C", "N", "S", "O", "O", "C", "C", "C", "C", "C", "C", "H", "H", "H", "H"],
  "xyz": [[0.66090, 0.22547, -0.20301], [-5.04906, 3.99598, 1.91170], [-4.05671, 3.01571, 1.33352], [-4.37375, 2.23392, 0.23500], [-3.48864, 1.28800, -0.34683], [-3.94237, 0.60362, -1.50574], [-3.64420, -0.63217, -1.99994], [-3.00937, -1.76420, -1.33886], [-3.64956, -2.06343, 0.01688], [-2.96527, -3.22085, 0.72934], [-1.60308, -2.82742, 1.13818], [-0.84624, -3.49756, 1.92760], [0.53928, -3.20559, 2.17564], [1.28672, -3.99200, 3.06804], [2.63660, -3.79192, 3.27085], [3.45146, -4.63661, 4.21717], [3.24212, -2.75645, 2.54420], [2.54402, -1.95457, 1.66623], [3.23578, -0.81829, 1.02179], [2.66861, 0.02846, 0.26262], [3.39670, 1.28681, -0.03582], [2.84215, 2.42786, 0.87901], [1.87536, 2.00801, 1.99420], [0.58034, 1.52624, 1.43985], [-0.48842, 2.13506, 1.80080], [-1.84117, 2.00176, 1.28304], [-2.78050, 2.88515, 1.85266], [-2.18261, 1.16270, 0.20219], [-1.30879, 0.34221, -0.33815], [1.17782, -2.17978, 1.48555], [0.49788, -1.41785, 0.66546], [-6.07563, 3.67313, 1.73445], [-4.94040, 4.98918, 1.47065], [-4.91733, 4.10289, 2.98943], [-5.36278, 2.32780, -0.20379], [-4.70303, 1.11560, -2.08517], [-3.96776, -0.81027, -2.93259], [-1.93918, -1.58689, -1.26502], [-3.15771, -2.61649, -2.00517], [-4.70078, -2.31267, -0.13111], [-3.62253, -1.17760, 0.65760], [-2.88436, -4.08810, 0.07276], [-3.52131, -3.52603, 1.61413], [-1.16196, -2.03156, 0.65625], [-1.30124, -4.34995, 2.42767], [0.78132, -4.78573, 3.61137], [2.82028, -5.31630, 4.78804], [3.99961, -4.01692, 4.92799], [4.18318, -5.23943, 3.67696], [4.30465, -2.57093, 2.67887], [4.28845, -0.68276, 1.27343], [3.25564, 1.55914, -1.07841], [4.46225, 1.12970, 0.12272], [2.32795, 3.15649, 0.25310], [3.68685, 2.93748, 1.34320], [1.69681, 2.85279, 2.65739], [2.31050, 1.21115, 2.60011], [-0.38828, 2.89656, 2.57939], [-2.48019, 3.49765, 2.69860], [2.80580, -1.31228, -2.60000], [2.04101, -0.43989, -2.90616], [0.73697, -0.24283, -2.32579], [0.21122, 1.25111, -2.72217], [0.58633, 2.04053, -1.49030], [-1.12225, 1.38904, -3.20359], [1.37890, 1.58797, -3.96522], [1.42100, 2.65826, -4.83901], [2.50949, 2.70762, -5.69970], [3.50423, 1.72630, -5.66504], [3.42955, 0.66061, -4.77724], [2.33904, 0.60773, -3.93379], [0.64893, 3.41504, -4.86024], [2.58481, 3.52127, -6.40960], [4.34099, 1.79684, -6.34767], [4.18494, -0.11349, -4.74050]]
}

---

{
  "formula": "C17H21ClIN6OPdS",
  "method": "ωB97M-V/def2-TZVPD",
  "gap_ev": [4.701, 4.701],
  "spin_multiplicity": 1,
  "lumo_ha": [-0.4511, -0.4511],
  "total_charge": 3,
  "symbols": ["Pd", "Cl", "C", "C", "C", "I", "C", "O", "C", "N", "C", "C", "C", "C", "H", "H", "H", "H", "C", "C", "N", "C", "N", "C", "C", "C", "N", "C", "H", "H", "H", "H", "H", "H", "H", "H", "H", "H", "H", "H", "H", "N", "C", "N", "S", "H", "H", "H", "H"],
  "xyz": [[0.87860, 0.47252, -0.79779], [4.81270, -1.22185, 4.95556], [4.23235, -0.83382, 3.45008], [5.17358, -0.57893, 2.43211], [4.77802, -0.24988, 1.16560], [6.09882, 0.11665, -0.32249], [3.30878, -0.14918, 0.86169], [2.92035, 0.15534, -0.25004], [2.33982, -0.44279, 1.95505], [1.05811, -0.37147, 1.62203], [0.15301, -0.62266, 2.57218], [0.50072, -0.96293, 3.87433], [1.83949, -1.04595, 4.21511], [2.79429, -0.77705, 3.23173], [6.22495, -0.65047, 2.67929], [-0.88696, -0.55312, 2.27904], [-0.26947, -1.16339, 4.60622], [2.13501, -1.31272, 5.22123], [-2.21032, -3.26105, -0.39541], [-1.00255, -3.14177, -1.29726], [-0.58729, -1.72844, -1.35195], [-1.50711, -0.71067, -1.27453], [-1.00973, 0.52690, -1.34424], [-1.89521, 1.68525, -1.43788], [-3.26798, 1.25418, -1.92805], [-3.76993, 0.11389, -1.06974], [-2.79358, -0.98192, -1.10299], [-3.30261, -2.35200, -0.92099], [-1.95190, -2.98959, 0.63149], [-2.56480, -4.29028, -0.38521], [-1.26001, -3.48284, -2.30305], [-0.15938, -3.73148, -0.94447], [0.16331, -1.54584, -2.00447], [-1.45904, 2.39764, -2.13473], [-1.98745, 2.17178, -0.46164], [-3.20883, 0.93252, -2.96953], [-3.95710, 2.09585, -1.87878], [-4.70964, -0.27877, -1.45488], [-3.93825, 0.42941, -0.03623], [-3.70153, -2.71989, -1.86882], [-4.12914, -2.28950, -0.21398], [0.38909, 4.03513, -0.81938], [0.88849, 3.62877, -1.97639], [0.89339, 4.43283, -3.02259], [1.65008, 2.08425, -2.19404], [-0.03412, 4.94556, -0.70872], [0.50222, 3.46352, -0.00097], [0.62355, 5.40480, -2.96131], [1.20519, 4.09344, -3.92018]]
}

---

E values, unit eV, following the record order: -8941.7229, -73062.4331, -7762.5045, -84302.3120, -63870.6185.
Energy above the lowest of the compared OMol25 structures with the same formula, charge and spin values, unit kJ/mol, following the record order: 220.5, 435.3, 388.1, 106.5, 0.0.